119
Properties=species:S:1:pos:R:3:mulliken_charge:R:1 method="wB97M-V/def2-TZVPD" largest_force_ev_per_a=2.515 smiles="CCCC[C@@]1(CCN(CC)C(C)=O)[C@](CCCF)(CCCCl)C(=O)O[C@@]1(C)P(C)CC.CCN(CC)CC.CCN(CC)CC" lumo_ev=0.4 energy_ev=-73671.9723 charge=0 homo_lumo_gap_ev=8.5 multiplicity=1
C 2.256 1.782 3.363 -2.064
C 1.709 0.684 2.440 2.615
C 1.444 1.207 1.018 -2.264
C 0.208 0.738 0.212 -2.984
C -0.644 -0.451 0.671 3.185
C 0.158 -1.725 1.015 -0.510
C 1.266 -2.215 0.078 -2.066
N 2.465 -1.348 -0.024 1.221
C 3.671 -2.093 0.421 -0.805
C 3.804 -2.142 1.933 -1.374
C 2.768 -0.920 -1.379 0.632
C 3.083 -1.970 -2.426 -1.640
O 2.860 0.276 -1.658 -0.567
C -1.738 -0.005 1.760 2.126
C -1.456 1.271 2.599 -1.717
C -1.135 1.106 4.098 -0.434
C -0.585 2.391 4.703 -0.804
F -1.637 3.111 5.272 -0.408
C -2.120 -1.191 2.647 -1.891
C -3.326 -1.149 3.631 -1.764
C -4.352 -0.033 3.555 -0.266
Cl -5.519 -0.287 4.922 -0.239
C -2.840 0.532 0.788 -0.648
O -3.846 1.137 1.049 -0.656
O -2.501 0.339 -0.516 -0.309
C -1.612 -0.814 -0.517 0.335
C -2.566 -2.017 -0.379 -1.747
P -0.981 -0.851 -2.309 0.294
C -2.248 0.071 -3.261 -1.255
C -1.249 -2.553 -2.986 -0.517
C -0.497 -2.715 -4.330 -1.111
H 3.337 1.830 3.280 0.563
H 2.039 1.549 4.406 0.305
H 1.810 2.754 3.172 0.245
H 0.884 0.151 2.896 -0.548
H 2.523 -0.032 2.363 -1.095
H 1.411 2.296 1.066 0.931
H 2.322 0.987 0.423 0.882
H -0.470 1.585 0.140 1.458
H 0.560 0.593 -0.803 0.139
H -0.517 -2.572 1.095 0.832
H 0.622 -1.672 1.998 0.521
H 1.613 -3.146 0.532 0.429
H 0.902 -2.529 -0.897 -0.268
H 3.729 -3.084 -0.037 0.532
H 4.528 -1.541 0.033 0.585
H 4.454 -2.960 2.228 0.433
H 2.842 -2.195 2.432 0.276
H 4.272 -1.222 2.274 0.296
H 2.943 -1.542 -3.408 0.464
H 2.468 -2.862 -2.347 0.317
H 4.120 -2.280 -2.318 0.339
H -0.679 1.905 2.182 0.476
H -2.348 1.890 2.583 1.085
H -0.485 0.263 4.315 0.718
H -2.044 0.936 4.669 0.481
H -0.148 3.041 3.950 0.296
H 0.148 2.178 5.477 0.327
H -1.231 -1.392 3.240 0.247
H -2.250 -2.093 2.069 0.830
H -3.882 -2.080 3.562 0.540
H -2.932 -1.148 4.645 0.513
H -3.973 0.965 3.701 0.207
H -4.963 -0.101 2.670 0.376
H -2.015 -2.952 -0.357 0.341
H -3.230 -2.006 -1.237 0.166
H -3.204 -1.990 0.500 0.486
H -1.936 1.090 -3.447 0.402
H -2.275 -0.429 -4.229 0.435
H -3.231 0.013 -2.803 0.265
H -2.306 -2.738 -3.182 0.409
H -0.903 -3.304 -2.284 0.488
H 0.169 -3.568 -4.266 0.319
H 0.128 -1.843 -4.505 0.291
H -1.188 -2.847 -5.154 0.207
C -6.904 -5.014 -6.573 -1.421
C -6.883 -3.730 -5.758 -0.380
N -5.548 -3.328 -5.359 0.199
C -5.537 -2.276 -4.358 0.466
C -6.096 -0.902 -4.747 -1.258
C -4.584 -3.187 -6.436 0.027
C -4.903 -2.201 -7.569 -1.051
H -6.400 -5.821 -6.039 0.335
H -7.935 -5.319 -6.753 0.441
H -6.427 -4.893 -7.546 0.295
H -7.464 -3.896 -4.848 0.448
H -7.410 -2.944 -6.323 0.272
H -4.510 -2.151 -4.000 -0.709
H -6.098 -2.640 -3.492 0.434
H -5.415 -0.356 -5.399 0.239
H -6.232 -0.295 -3.849 0.457
H -7.065 -0.976 -5.240 0.338
H -4.429 -4.174 -6.879 0.413
H -3.618 -2.927 -5.994 -0.382
H -5.936 -2.286 -7.908 0.265
H -4.260 -2.409 -8.427 0.405
H -4.722 -1.167 -7.278 0.271
C 8.230 3.306 4.291 -1.543
C 6.855 3.492 3.666 -0.127
N 6.184 4.698 4.109 0.098
C 4.779 4.740 3.744 -0.799
C 4.424 4.795 2.253 -1.000
C 6.926 5.933 3.926 -0.747
C 7.378 6.302 2.506 -0.965
H 8.169 3.338 5.379 0.343
H 8.637 2.336 4.002 0.445
H 8.938 4.066 3.961 0.317
H 6.232 2.642 3.958 0.316
H 6.955 3.440 2.570 0.253
H 4.312 5.589 4.251 0.321
H 4.303 3.854 4.177 0.449
H 4.608 5.782 1.830 0.342
H 3.360 4.586 2.121 0.370
H 4.973 4.057 1.668 0.235
H 7.812 5.890 4.564 0.424
H 6.330 6.751 4.338 0.348
H 7.801 5.448 1.975 0.245
H 8.152 7.070 2.557 0.378
H 6.564 6.707 1.907 0.279